Entry from the OMol25 dataset: a 13-piece molecular cluster, C52H78O37 overall in a non-equilibrium geometry (ωB97M-V/def2-TZVPD).

```
167
Properties=species:S:1:pos:R:3:mulliken_charge:R:1
O -2.97747 -0.07474 3.51751 -0.352
O -5.20493 -1.17526 -3.71917 -0.469
O -3.37101 4.62429 -1.62199 -0.314
O 6.08338 1.38685 0.96583 -0.386
O 2.98555 3.97928 -2.87742 -0.324
O 0.48471 -4.92841 -1.72234 -0.481
O -1.60996 -4.09714 4.45528 -0.001
O 0.71748 5.46679 2.34721 -0.483
O 4.13957 1.61517 2.06143 -0.064
O 2.68685 -2.63794 -4.70196 -0.387
O 4.24750 0.73940 -1.28052 -0.465
O 0.99295 -1.28586 -4.83823 -0.118
O -3.55209 -1.29863 -2.29132 -0.145
O -2.64444 3.19451 -3.25749 -0.578
O -1.08011 5.10879 1.08106 -0.238
O 5.63678 -0.80530 -1.95964 -0.352
O 0.93421 0.35616 0.53896 -0.270
O 2.81876 -0.47625 -3.97174 -0.279
O 2.05261 -2.58655 1.72395 0.337
O 0.12782 6.96157 0.81917 -0.624
O -8.22135 -1.43036 -0.14269 -0.617
O 5.47423 -0.22735 2.41167 -0.524
O 0.35051 -2.94976 -2.72366 -0.178
O -6.19579 -0.34888 -0.58645 -0.449
O -6.43873 -1.65800 1.18745 -0.434
O -0.82859 0.87079 1.69588 -0.451
O -2.46634 -4.21387 2.35700 -0.453
O -1.41469 -5.96262 3.24881 -0.349
O 4.16813 -1.31198 -0.41245 0.387
O 2.09714 4.25207 -0.81482 -0.391
O -4.91089 -3.08434 -2.53100 -0.536
O 0.77890 4.16453 -2.62640 0.534
O -3.15833 2.10403 3.84449 -0.630
O 0.59099 -4.21310 2.29239 -0.432
O -1.69971 5.12661 -3.03714 -0.265
O 1.65857 -2.91584 3.83846 -0.437
O -1.43153 0.92202 4.70320 -0.273
C -0.14883 -3.75875 -1.96243 0.049
C 1.34025 0.15658 -0.89502 1.170
C 5.58046 2.72519 0.62623 -0.514
C 1.35647 -3.33585 2.55711 0.234
C -0.65389 -6.19292 4.40947 -0.408
C -1.65269 -5.17885 6.51817 -1.417
C 0.19273 3.99623 4.24739 -1.524
C -2.18959 -0.64264 -4.07487 -0.349
C 5.23912 0.81806 1.89367 0.426
C 1.04656 4.44157 -3.98795 -0.759
C -5.01988 1.28977 0.65684 -1.446
C -1.90736 -4.74294 3.27937 0.539
C -7.05172 -1.16367 0.08813 0.620
C 1.97476 4.14964 -2.01159 -0.253
C 2.72335 2.56134 -4.71284 -0.839
C -1.19325 -0.43677 4.91306 1.447
C -1.21980 4.13280 2.16499 0.131
C -4.61429 -1.98807 -2.83523 0.508
C 4.11833 4.16379 2.19052 -1.354
C -0.37333 -5.70437 -0.79210 -0.135
C -4.60873 0.12873 -3.79168 -0.408
C -1.65343 6.19264 -2.02516 1.169
C -3.05298 6.04110 -1.41341 -0.480
C 2.53396 3.96256 -4.22781 0.387
C -1.60224 -0.91722 6.32605 -1.701
C -3.23666 -0.12349 -3.09881 0.984
C 3.99722 -3.78888 -0.57524 -1.294
C 0.13553 0.70100 -1.67484 1.542
C -1.04528 0.40397 -0.75335 1.070
C -0.38695 0.54786 0.61562 -0.660
C 1.68777 -3.37990 -5.43729 -0.533
C -1.43079 7.55143 -2.72533 -1.673
C 2.21369 -1.42421 -4.38452 0.425
C 4.94332 -2.53642 -0.49168 0.491
C -1.94517 -1.07320 3.82992 0.469
C 0.26751 -1.98840 -6.99072 -1.609
C 2.39631 -1.69820 3.75999 1.598
C 5.73844 -2.25336 -1.80451 -0.557
C -2.63900 4.23858 -2.70504 0.693
C 0.23389 4.16495 2.81359 1.616
C 4.64779 -0.38614 -1.24558 0.239
C -5.00674 -0.15206 0.16317 3.062
C -5.08338 -1.17353 1.23391 0.224
C -1.44673 -3.64804 -1.27231 1.699
C 0.49237 -2.42186 -5.60045 0.606
C 3.32714 -1.36447 4.93557 -1.785
C -0.87102 -4.99727 5.30505 0.626
C -2.57958 1.05490 3.98291 0.465
C -1.77630 -5.15644 -0.94838 -0.448
C 3.07430 -1.86414 2.43206 0.174
C 4.27681 2.89603 1.31020 1.574
C -0.07196 5.90358 1.33728 0.582
H -0.82272 6.02493 -1.36379 -0.235
H -5.02068 1.93895 -0.22414 0.397
H -4.16815 1.51022 1.25199 0.096
H -0.54235 4.67547 4.75378 0.360
H -3.76127 6.56392 -2.04069 0.459
H -2.54437 -1.44254 -4.71844 0.571
H -1.54315 3.20013 1.67226 -0.302
H 2.85320 -1.56743 5.90028 0.477
H -0.08441 -2.89681 -7.53368 0.359
H -2.42314 -5.95218 6.23350 0.335
H -0.06420 -0.50584 4.74659 -0.453
H 3.06039 4.49285 2.39645 -0.090
H -1.87562 1.09212 -0.78706 0.675
H -1.05817 -5.73815 7.22912 0.445
H 4.57557 -4.59070 -1.10918 0.467
H -1.28018 -0.99345 -3.53226 -0.894
H -2.53437 -1.96772 4.01499 0.424
H -0.16760 -6.75510 -1.06789 0.363
H 3.10851 -0.87890 1.91945 -0.822
H 3.04096 4.74290 -4.79269 0.368
H -1.45211 8.35788 -2.04443 0.405
H 5.59663 -2.70518 0.43253 0.321
H 3.77679 2.25652 -4.53467 0.289
H -1.95327 -4.25687 7.06734 0.282
H -4.41771 -2.08613 1.11719 0.088
H -1.30744 -0.64292 -0.91988 -1.163
H -4.52999 0.36086 -4.82669 0.367
H -4.87801 -0.78106 2.21536 -0.069
H 3.56250 -0.30337 4.96087 0.294
H 0.93294 3.48870 2.31335 -0.343
H 2.18410 0.75645 -1.08054 -0.476
H -1.42462 -0.12518 7.02980 0.414
H 2.15407 -3.61189 -6.43320 0.315
H -1.83224 0.11698 -4.78113 0.512
H -2.25024 7.74438 -3.39455 0.412
H -0.49800 7.60596 -3.35790 0.278
H -1.36934 -1.13066 2.95136 -0.734
H 0.27447 3.95314 -4.55352 0.366
H 1.23710 -1.60301 -7.30513 0.380
H 1.05223 5.56136 -4.08998 0.271
H 5.25183 -2.78234 -2.63797 0.267
H -0.07820 0.20302 -2.63437 -0.155
H 0.04448 -4.35085 5.38513 -0.052
H 4.06189 -2.32880 2.46615 0.406
H -2.88215 0.61802 -2.44066 -0.433
H -0.38885 -2.74726 -5.10526 0.183
H 1.57077 -0.91517 -1.00673 -0.414
H -0.96114 -7.16195 4.86989 0.398
H -5.88207 1.46954 1.33750 0.392
H 2.53113 2.49704 -5.83064 0.361
H 0.20768 1.73515 -1.79153 -1.201
H -2.98315 6.32578 -0.34297 0.252
H -2.41690 -5.35505 -0.05551 0.268
H -0.48241 -1.24785 -6.98035 0.386
H 6.30240 3.41381 0.98435 0.446
H 1.97351 1.91133 -4.28953 -0.154
H -0.12332 2.97826 4.49080 0.191
H 1.46914 -4.30554 -4.89536 0.240
H 4.22352 -1.96606 4.75397 0.444
H -2.18508 -3.11808 -1.89192 -1.024
H 0.39339 -6.24297 4.12348 0.191
H 3.69485 -4.17130 0.41197 0.162
H -2.70320 -1.01036 6.25552 0.411
H -1.28191 -3.10077 -0.30714 -0.336
H -4.19654 -0.35536 -0.53827 -1.602
H -1.99977 4.47694 2.90614 0.328
H 4.69957 4.00389 3.05916 0.523
H -0.05061 -5.46478 0.19717 -0.091
H -5.25080 0.88095 -3.34555 0.266
H 1.68023 -0.89146 3.66468 -0.579
H 1.18840 4.26040 4.64395 0.359
H 3.46249 2.80128 0.59477 -0.618
H -2.23944 -5.71613 -1.79417 0.331
H 5.51192 2.80191 -0.48666 0.229
H 6.78400 -2.56411 -1.70243 0.318
H -1.15797 -1.87398 6.51421 0.251
H 3.06912 -3.56452 -1.15057 0.240
H 4.63985 5.02781 1.72852 0.422
```

Computed properties:
total charge	0
frontier orbital gap	10.54	eV

Entry from the OMol25 dataset: a 16-piece molecular cluster, C52H82NO42 overall in a non-equilibrium geometry (ωB97M-V/def2-TZVPD).

```
177
Properties=species:S:1:pos:R:3:mulliken_charge:R:1
O -5.23982 9.76381 -5.42794 -0.514
O -2.68731 -3.41013 4.79785 -0.246
O -0.22252 4.74151 8.77799 -0.324
O -5.59670 -2.78725 0.72160 -0.623
O -0.97252 3.67956 6.95619 -0.605
O 4.67976 -4.73131 4.38234 -0.325
O -0.95949 -2.76294 -6.74171 -0.304
O 2.87559 7.81419 2.96152 -0.544
O 5.32564 -2.27081 -7.53038 -0.583
O -5.10525 2.81065 -5.41307 -0.576
O -3.44165 -5.56478 5.13789 -0.582
O 3.40001 -0.01783 10.31496 -0.304
O 1.94410 4.08034 -8.43185 -0.554
O -1.53090 -8.74380 -0.61838 -0.263
O 9.47956 0.88399 3.85062 -0.328
O -3.50256 -4.02362 6.78096 -0.328
O -0.78688 -10.76744 0.05042 -0.571
O 2.34825 -9.37808 -3.73353 -0.311
O 7.87001 -0.43792 4.66013 -0.262
O -7.21805 -1.49981 1.84116 -0.297
O 3.91918 -7.98843 -2.58124 -0.603
O 2.88640 -1.25502 12.10274 -0.632
O 1.17964 4.27930 7.20178 -0.303
O 5.71043 -4.32236 -8.30798 -0.310
O 2.48645 9.59838 1.62424 -0.360
O 2.63403 -7.26580 -4.22776 -0.264
O -0.04952 0.30719 -2.54115 -0.251
O 2.85117 -3.58289 5.18167 -0.548
O 2.69430 -5.39524 3.75427 -0.303
O 4.67583 -1.68865 10.71630 -0.319
O -2.84746 -9.95733 0.68198 -0.321
O -9.00841 3.92203 2.87769 -0.508
O -7.31444 -3.64086 1.85990 -0.287
O 7.33736 -3.13852 -7.56682 -0.323
O -2.63779 -3.83625 -5.66397 -0.561
O -3.03593 -2.43030 -7.35038 -0.340
O 3.46751 5.70548 -8.41971 -0.317
O 2.08271 5.67374 -6.74024 -0.323
O 7.37907 1.76203 4.17978 -0.588
O -6.58513 2.96932 -3.65865 -0.329
O 1.18418 7.92758 1.43115 -0.335
O -6.73389 1.39277 -5.07284 -0.323
N 0.59115 0.36854 -1.34180 0.750
C -7.82852 1.20850 -4.27486 -0.293
C -2.81460 -2.24878 5.51601 -0.236
C -1.57801 1.24411 -0.06005 -1.541
C 1.07797 4.86579 9.39713 -0.274
C -4.32017 8.73861 -5.01688 -0.258
C 8.02186 -4.26296 -7.93414 -0.265
C 2.15313 -0.38370 0.44329 -1.235
C -8.83088 5.26687 2.67512 -0.262
C 3.35983 -4.44595 4.49759 0.669
C 10.11439 -0.40342 3.98775 -0.252
C 5.25523 -1.12525 9.53509 -0.165
C -6.05719 2.45080 -4.77147 0.716
C 3.63125 -6.32778 3.27254 -0.386
C 6.07241 -3.17106 -7.80593 0.713
C 0.49738 8.92158 0.66995 -0.234
C 3.13263 6.54395 -6.36029 -0.254
C -0.08213 4.26302 7.57807 0.717
C -7.87492 2.46607 -3.37454 -0.215
C -2.28457 -1.61971 -8.22661 -0.291
C -3.21311 -4.42378 5.55833 0.622
C 9.00881 -1.31811 4.48256 -0.233
C -0.85335 -1.94542 -7.92498 -0.179
C -8.53372 -3.23989 2.38694 -0.351
C 1.38778 -0.89128 -0.77175 1.515
C -8.20499 5.35099 1.31072 -0.912
C -3.16045 8.69759 -6.00298 -0.856
C 1.39961 -7.53747 -4.75928 -0.285
C 1.40263 0.51127 1.45257 -0.799
C -2.26622 -3.06281 -6.50319 0.673
C 1.96690 4.95867 8.14134 -0.276
C 4.46083 0.16125 9.34139 -0.315
C -8.44728 -1.80881 2.55434 -0.184
C 6.83845 -5.19826 -8.10747 -0.306
C -3.29270 -2.61176 6.94136 -0.257
C 3.02091 -8.19859 -3.41983 0.676
C -1.65974 -9.89105 0.03887 0.648
C 0.79282 1.75987 0.80679 -1.241
C -0.03177 2.76724 -1.30234 -1.753
C 2.35558 -1.35035 -1.79963 -1.827
C 1.43252 -9.07839 -4.75378 -0.338
C 4.98726 -5.66173 3.34538 -0.248
C 2.21567 8.35275 2.09930 0.715
C 2.38396 5.11611 -7.94125 0.688
C 8.17641 0.79699 4.26990 0.647
C -2.54539 -7.81694 -0.28466 -0.268
C -0.04867 1.47934 -0.42619 1.242
C 3.61894 -1.00760 11.08739 0.717
C 1.55044 9.96951 0.58843 -0.255
C 3.89380 6.77943 -7.62910 -0.275
C 0.39016 -1.93910 -0.44900 -1.650
C -3.54910 -8.75263 0.34729 -0.404
C -6.62333 -2.66307 1.42786 0.674
H -2.51763 -0.56941 -8.05153 0.233
H 3.56594 -7.27452 3.80874 0.278
H -8.34869 -1.59031 3.61765 0.252
H -2.16819 0.87765 -0.89999 0.413
H -7.29669 4.74902 1.33773 0.240
H 2.86619 4.37533 8.33899 0.238
H -9.76251 5.77096 2.93218 0.285
H 6.76064 -5.68845 -7.13703 0.255
H -0.44627 -2.37664 -8.83955 0.264
H 10.48038 -0.71542 3.00958 0.248
H 1.21839 5.77171 9.98678 0.286
H -7.91965 2.21748 -2.31421 0.250
H 3.12808 -2.04885 -1.47798 0.386
H -8.88095 5.01713 0.52348 0.268
H 4.97813 6.79602 -7.51938 0.276
H -5.65282 9.51256 -6.25734 0.308
H -0.16338 -1.60931 0.43017 0.382
H -2.60884 7.77127 -5.84246 0.290
H -0.44722 9.32015 1.04005 0.257
H -8.83754 -3.70416 3.32515 0.307
H 3.72340 5.99188 -5.62933 0.237
H -0.39135 -1.01910 -7.58354 0.239
H 5.67081 -6.47286 3.59627 0.292
H 6.96494 -5.82610 -8.98946 0.305
H 5.15762 0.91025 9.71764 0.218
H 2.07017 9.91225 -0.36796 0.251
H -2.25097 -7.14933 0.52510 0.242
H -1.62083 0.40694 0.63666 0.379
H -2.92365 -7.25687 -1.13986 0.306
H 2.51376 -1.23163 1.02559 0.584
H -8.10761 5.69562 3.36876 0.225
H -2.59702 9.62925 -6.05446 0.268
H 1.29039 -7.23062 -5.79949 0.282
H 1.24300 4.02877 10.07555 0.254
H -7.88463 6.34339 0.99353 0.362
H 2.68291 7.41925 -5.89158 0.263
H 8.74886 -4.55655 -7.17692 0.268
H 8.82878 -2.03453 3.68104 0.244
H 0.59163 -7.21154 -4.10429 0.261
H -9.32767 -3.48463 1.68135 0.246
H -0.24725 -2.17688 -1.30061 0.408
H -0.57546 3.61646 -0.88841 0.421
H -3.47649 -1.49038 5.09788 0.253
H -4.17592 -9.11357 -0.46814 0.284
H 1.84712 -9.38633 -5.71366 0.263
H -0.42112 2.79900 -2.31992 0.426
H 2.21973 5.96910 7.82006 0.287
H -4.71595 7.73417 -4.86665 0.251
H -1.89851 -1.67085 5.63811 0.264
H -7.64331 0.29560 -3.70883 0.252
H 8.52742 -4.16656 -8.89498 0.245
H 4.09416 0.49524 8.37077 0.306
H 3.06482 0.18151 0.24978 0.362
H 1.97476 0.75031 2.34901 0.474
H 0.92980 3.25385 -1.46577 0.446
H 0.47097 -9.57481 -4.62303 0.319
H 0.17033 2.31748 1.50659 0.553
H -3.97202 9.10265 -4.05025 0.232
H 3.45304 -6.53554 2.21747 0.296
H -8.76410 3.02575 -3.66474 0.244
H 0.60206 -0.12803 1.82472 0.275
H 9.27507 -1.84174 5.40071 0.280
H 5.19580 -5.13784 2.41258 0.275
H 2.90370 -0.45776 -2.10120 0.483
H 0.28613 8.48240 -0.30504 0.228
H -4.22225 -2.10522 7.20107 0.251
H -2.48793 -2.48878 7.66615 0.259
H 3.55914 7.73412 -8.03490 0.258
H -2.53745 -1.88884 -9.25214 0.265
H 0.96108 -2.81615 -0.14410 0.487
H 6.27619 -0.81242 9.75392 0.239
H -9.75924 3.55528 2.40510 0.303
H -8.76139 1.13440 -4.83376 0.272
H -2.02905 2.10027 0.44163 0.452
H 10.89791 -0.24712 4.72920 0.245
H -3.62026 8.53251 -6.97736 0.279
H 1.91652 -1.59175 -2.76765 0.430
H 5.18597 -1.79871 8.68084 0.256
H -9.40030 -1.42624 2.18897 0.263
H -4.12251 -8.17624 1.07329 0.347
H 1.57594 2.49282 0.61292 0.434
H 1.08809 10.92506 0.83600 0.276
```

Computed properties:
total charge	+1
frontier orbital gap	4.82	eV

Number 1: LUMO energy 0.37 eV, highest occupied orbital energy -10.173 eV, energy -130949.677 eV. Number 2: LUMO energy -6.58 eV, highest occupied orbital energy -11.402 eV, energy -142721.908 eV.